Below is a molecular structure, C27H21N5O2PRhSSe at a distorted geometry, with properties calculated with the ωB97M-V functional and the def2-TZVPD basis.

HOMO-LUMO gap (alpha / beta): 4.380 / 4.379 eV
Lowest unoccupied orbital energy (alpha / beta): -1.904 / -1.905 eV
Highest occupied orbital energy (alpha / beta): -6.28 / -6.28 eV

Each line ends with the natural charge from an NBO analysis.
CARTESIAN COORDINATES (ANGSTROEM)
Rh (0.117, -0.632, -0.299)  0.637
N (-1.581, -1.436, 3.529)  -0.772
C (-1.247, -0.976, 2.318)  0.298
S (-0.652, -2.169, 1.157)  -0.026
N (-1.446, 0.259, 1.995)  -0.333
N (-1.054, 0.579, 0.763)  -0.146
C (-1.937, 0.937, -0.114)  0.038
C (-1.467, 1.197, -1.459)  0.127
C (-2.357, 1.548, -2.459)  -0.218
C (-1.832, 1.808, -3.718)  -0.125
C (-0.471, 1.694, -3.927)  -0.239
C (0.344, 1.284, -2.878)  0.119
N (-0.133, 1.048, -1.661)  -0.488
H (-1.172, -2.301, 3.834)  0.408
H (-1.804, -0.766, 4.254)  0.443
H (-2.991, 1.024, 0.119)  0.231
H (-3.416, 1.600, -2.252)  0.236
H (-2.483, 2.092, -4.535)  0.232
H (-0.030, 1.883, -4.896)  0.241
H (1.403, 1.128, -3.024)  0.235
O (1.701, -1.266, -3.668)  -0.638
C (1.709, -1.627, -2.497)  0.779
O (0.695, -1.954, -1.785)  -0.731
C (3.090, -1.783, -1.844)  -0.127
C (4.067, -2.335, -2.676)  -0.169
C (5.341, -2.592, -2.205)  -0.186
C (5.666, -2.284, -0.891)  -0.224
C (4.714, -1.717, -0.065)  -0.129
C (3.420, -1.459, -0.530)  -0.385
P (2.244, -0.654, 0.618)  1.352
C (2.945, 0.958, 1.048)  -0.414
C (4.060, 1.068, 1.877)  -0.185
C (4.568, 2.318, 2.188)  -0.191
C (3.969, 3.463, 1.677)  -0.169
C (2.855, 3.357, 0.859)  -0.219
C (2.340, 2.108, 0.548)  -0.103
C (2.372, -1.636, 2.128)  -0.439
C (2.485, -3.026, 2.035)  -0.125
C (2.425, -3.802, 3.183)  -0.236
C (2.241, -3.202, 4.422)  -0.187
C (2.120, -1.821, 4.516)  -0.203
C (2.185, -1.039, 3.374)  -0.191
H (3.795, -2.556, -3.700)  0.241
H (6.081, -3.034, -2.863)  0.221
H (6.660, -2.484, -0.510)  0.222
H (4.970, -1.483, 0.960)  0.212
H (4.515, 0.183, 2.304)  0.221
H (5.429, 2.398, 2.841)  0.221
H (4.366, 4.439, 1.930)  0.221
H (2.375, 4.247, 0.471)  0.220
H (1.454, 2.021, -0.072)  0.210
H (2.601, -3.500, 1.069)  0.215
H (2.513, -4.880, 3.105)  0.219
H (2.187, -3.811, 5.317)  0.220
H (1.953, -1.346, 5.476)  0.252
H (2.075, 0.040, 3.448)  0.265
Se (0.156, 2.201, 3.455)  -0.397
C (-0.101, 1.127, 4.866)  0.028
N (-0.246, 0.397, 5.763)  -0.567


Below is 5 unconnected molecules or ions with the total composition C27H21NO21PS2 at a distorted geometry, with properties calculated with the ωB97M-V functional and the def2-TZVPD basis.

HOMO-LUMO gap: 6.213 eV
Net charge: -1
Lowest unoccupied orbital energy: -0.578 eV
Highest occupied orbital energy: -6.79 eV

Each line ends with the Löwdin charge.
CARTESIAN COORDINATES (ANGSTROEM)
C (1.764, 0.721, -7.238)  0.055
C (1.976, -0.412, -6.579)  -0.121
C (2.243, -1.571, -5.463)  -0.231
S (3.283, -0.851, -4.055)  0.625
O (2.318, 0.012, -3.219)  -0.410
O (3.754, -1.978, -3.136)  -0.440
N (4.551, 0.183, -4.618)  -0.347
S (5.911, -0.739, -5.154)  0.476
O (6.886, 0.238, -5.825)  -0.411
O (5.519, -1.826, -6.169)  -0.459
P (6.981, -1.708, -3.544)  0.673
O (8.438, -1.141, -3.391)  -0.540
H (1.834, 1.820, -7.605)  0.058
H (2.760, -2.470, -5.975)  0.102
H (1.236, -1.898, -4.988)  0.104
H (6.319, -1.502, -2.288)  0.009
H (7.086, -3.125, -3.802)  0.015
C (-0.690, -1.066, -1.580)  0.094
C (-0.791, -1.729, -0.426)  -0.225
C (-1.947, -2.628, -0.146)  -0.327
O (-2.000, -3.235, 0.913)  0.087
C (-2.993, -2.743, -1.170)  0.071
C (-2.893, -2.077, -2.322)  -0.216
C (-1.724, -1.200, -2.613)  -0.303
O (-1.657, -0.621, -3.685)  0.117
O (-3.862, -2.174, -3.282)  0.084
O (0.164, -1.611, 0.545)  0.096
H (0.146, -0.412, -1.797)  0.129
H (-3.835, -3.385, -0.947)  0.134
H (-3.558, -1.603, -4.017)  0.116
H (-0.136, -2.187, 1.276)  0.110
C (4.540, 4.745, -1.541)  0.075
C (4.689, 5.944, -2.107)  -0.226
C (4.369, 6.169, -3.544)  -0.326
O (4.500, 7.286, -4.025)  0.079
C (3.907, 5.024, -4.334)  0.066
C (3.759, 3.821, -3.770)  -0.205
C (4.054, 3.602, -2.325)  -0.301
O (3.892, 2.498, -1.835)  0.130
O (3.333, 2.749, -4.498)  0.074
O (5.144, 7.016, -1.387)  0.071
H (4.767, 4.569, -0.497)  0.133
H (3.695, 5.198, -5.381)  0.131
H (3.307, 1.997, -3.869)  0.051
H (5.163, 7.763, -2.019)  0.109
C (-5.057, 1.028, 1.309)  0.084
C (-6.233, 1.077, 1.938)  -0.218
C (-6.521, 0.208, 3.115)  -0.311
O (-7.600, 0.292, 3.678)  0.105
C (-5.478, -0.729, 3.549)  0.080
C (-4.303, -0.781, 2.918)  -0.201
C (-4.006, 0.107, 1.759)  -0.293
O (-2.914, 0.048, 1.216)  0.125
O (-3.326, -1.652, 3.313)  0.068
O (-7.221, 1.928, 1.527)  0.088
H (-4.834, 1.654, 0.455)  0.139
H (-5.707, -1.366, 4.393)  0.137
H (-2.576, -1.497, 2.702)  0.106
H (-7.967, 1.776, 2.141)  0.115
C (-2.458, -2.017, 6.381)  0.083
C (-2.017, -3.109, 7.010)  -0.212
C (-1.860, -3.140, 8.492)  -0.312
O (-1.473, -4.160, 9.038)  0.106
C (-2.179, -1.919, 9.243)  0.075
C (-2.616, -0.827, 8.613)  -0.218
C (-2.799, -0.806, 7.134)  -0.304
O (-3.218, 0.205, 6.592)  0.109
O (-2.913, 0.317, 9.302)  0.087
O (-1.694, -4.243, 6.319)  0.095
H (-2.579, -1.982, 5.305)  0.110
H (-2.044, -1.949, 10.316)  0.136
H (-3.208, 0.959, 8.624)  0.116
H (-1.405, -4.887, 6.997)  0.116


Below is a molecular structure, C27H22BN11O2S2Ti at a distorted geometry, with properties calculated with the ωB97M-V functional and the def2-TZVPD basis.

Spin multiplicity: 3
HOMO-LUMO gap (alpha / beta): 4.501 / 5.986 eV
Net charge: -2
Lowest unoccupied orbital energy (alpha / beta): 4.332 / 4.325 eV
Highest occupied orbital energy (alpha / beta): -0.17 / -1.66 eV

Each line ends with the natural charge from an NBO analysis.
CARTESIAN COORDINATES (ANGSTROEM)
Ti (0.503, -0.960, 0.326)  1.491
C (2.627, 1.475, 2.998)  -0.351
C (1.969, 1.461, 1.767)  -0.008
N (0.860, 0.725, 1.835)  -0.353
N (0.781, 0.267, 3.104)  -0.307
C (1.836, 0.690, 3.812)  0.004
B (-0.484, -0.432, 3.655)  0.568
N (-0.698, -1.783, 2.959)  -0.309
C (-1.101, -2.909, 3.567)  0.007
C (-1.513, -3.805, 2.605)  -0.361
C (-1.315, -3.139, 1.391)  0.021
N (-0.807, -1.926, 1.612)  -0.391
N (-1.722, 0.493, 3.420)  -0.314
C (-2.130, 1.480, 4.246)  -0.049
C (-3.218, 2.102, 3.673)  -0.383
C (-3.403, 1.401, 2.471)  -0.079
N (-2.498, 0.444, 2.333)  -0.249
H (3.558, 1.956, 3.243)  0.218
H (2.245, 1.970, 0.856)  0.224
H (1.963, 0.409, 4.844)  0.210
H (-0.371, -0.580, 4.842)  -0.060
H (-1.067, -3.004, 4.640)  0.206
H (-1.888, -4.803, 2.751)  0.214
H (-1.542, -3.476, 0.394)  0.275
H (-1.624, 1.669, 5.180)  0.202
H (-3.787, 2.930, 4.063)  0.205
H (-4.157, 1.551, 1.713)  0.187
S (-2.846, -3.471, -2.164)  -0.428
C (-1.533, -2.962, -3.165)  -0.270
C (-1.884, -2.875, -4.548)  0.296
N (-2.243, -2.834, -5.644)  -0.406
C (-0.236, -2.679, -2.801)  -0.337
S (0.475, -2.888, -1.198)  -0.254
C (0.702, -2.402, -3.834)  0.287
N (1.477, -2.201, -4.666)  -0.394
O (4.126, -1.596, 1.741)  -0.680
C (3.133, -1.322, 1.069)  0.756
O (1.930, -1.757, 1.312)  -0.797
C (3.215, -0.391, -0.085)  0.006
C (4.385, 0.285, -0.396)  -0.196
C (4.382, 1.268, -1.362)  -0.309
C (3.196, 1.485, -2.125)  0.000
C (3.100, 2.458, -3.129)  -0.251
C (1.982, 2.542, -3.944)  -0.261
C (0.956, 1.619, -3.794)  -0.214
C (1.004, 0.678, -2.780)  -0.234
C (2.074, 0.637, -1.871)  0.156
N (2.042, -0.205, -0.778)  -0.652
H (5.271, 0.048, 0.178)  0.226
H (5.274, 1.845, -1.578)  0.186
H (3.931, 3.142, -3.277)  0.184
H (1.925, 3.306, -4.712)  0.188
H (0.112, 1.625, -4.474)  0.199
H (0.233, -0.073, -2.701)  0.227
C (-3.860, 0.880, -2.325)  -0.402
N (-2.622, 0.952, -1.586)  -0.332
C (-1.922, 2.084, -1.237)  -0.101
C (-0.841, 1.659, -0.535)  -0.015
N (-0.870, 0.287, -0.452)  -0.605
C (-1.961, -0.102, -1.080)  0.256
H (-3.888, 1.672, -3.073)  0.201
H (-4.718, 0.989, -1.658)  0.196
H (-3.924, -0.089, -2.819)  0.248
H (-2.243, 3.071, -1.521)  0.210
H (-0.053, 2.238, -0.090)  0.232
H (-2.296, -1.129, -1.199)  0.266


Below is a molecular structure, C27H22BaN6O2S3 at a distorted geometry, with properties calculated with the ωB97M-V functional and the def2-TZVPD basis.

HOMO-LUMO gap: 5.883 eV
Energy relative to the best compared isomer or geometry (same formula, charge and spin): 1.089 eV
Net charge: -2
Lowest unoccupied orbital energy: 4.331 eV
Highest occupied orbital energy: -1.55 eV

Each line ends with the Löwdin charge.
CARTESIAN COORDINATES (ANGSTROEM)
Ba (0.421, -1.066, 0.478)  1.857
O (-1.299, -1.954, 1.578)  -0.456
C (-2.473, -1.716, 2.049)  -0.389
C (-3.446, -2.747, 2.165)  -0.026
C (-4.699, -2.514, 2.686)  -0.132
C (-5.071, -1.237, 3.134)  -0.152
C (-4.142, -0.216, 3.033)  -0.096
C (-2.864, -0.411, 2.498)  -0.151
C (-1.949, 0.738, 2.469)  -0.122
N (-0.802, 0.745, 1.911)  -0.156
N (-0.082, 1.940, 2.004)  0.031
C (1.210, 1.753, 1.755)  -0.552
O (1.815, 0.657, 1.558)  -0.298
C (2.011, 3.036, 1.697)  -0.151
C (1.534, 4.247, 2.194)  -0.047
C (2.306, 5.399, 2.103)  -0.113
C (3.564, 5.355, 1.505)  -0.127
C (4.044, 4.148, 1.010)  -0.096
C (3.273, 2.994, 1.114)  -0.033
H (-3.154, -3.731, 1.815)  0.108
H (-5.409, -3.332, 2.752)  0.083
H (-6.053, -1.053, 3.550)  0.071
H (-4.403, 0.785, 3.374)  0.093
H (-2.274, 1.643, 2.993)  0.106
H (0.550, 4.262, 2.646)  0.095
H (1.927, 6.336, 2.496)  0.085
H (4.164, 6.257, 1.426)  0.083
H (5.018, 4.104, 0.536)  0.092
H (3.625, 2.041, 0.735)  0.118
C (0.368, -7.286, 1.182)  -0.484
S (-0.509, -6.547, -0.204)  0.748
C (0.142, -4.857, -0.301)  -1.148
S (1.528, -4.346, 0.535)  0.444
N (-0.577, -4.273, -1.230)  -0.137
N (-0.619, -2.924, -1.322)  -0.112
C (-0.855, -2.419, -2.471)  -0.148
C (-1.170, -0.985, -2.587)  -0.270
C (-1.484, -0.424, -3.825)  -0.032
C (-1.844, 0.909, -3.900)  -0.083
C (-1.894, 1.670, -2.742)  -0.077
C (-1.550, 1.048, -1.554)  -0.155
N (-1.202, -0.236, -1.473)  -0.024
H (0.651, -8.306, 0.916)  0.009
H (-0.258, -7.291, 2.074)  0.017
H (1.261, -6.684, 1.363)  -0.047
H (-0.844, -3.025, -3.375)  0.113
H (-1.437, -1.042, -4.713)  0.104
H (-2.085, 1.354, -4.858)  0.095
H (-2.174, 2.715, -2.756)  0.095
H (-1.542, 1.600, -0.613)  0.103
S (2.629, -1.782, -1.965)  0.412
C (2.544, -0.077, -2.195)  -0.842
C (3.401, 0.617, -3.108)  -0.140
C (3.316, 1.979, -3.263)  -0.126
C (2.385, 2.706, -2.513)  -0.117
C (1.590, 1.984, -1.649)  -0.193
N (1.639, 0.653, -1.483)  -0.071
H (4.119, 0.026, -3.662)  0.075
H (3.972, 2.491, -3.962)  0.085
H (2.297, 3.783, -2.583)  0.081
H (0.859, 2.508, -1.029)  0.100